Density functional theory data (ωB97M-V/def2-TZVPD) for a structure of composition C4H6O2Pb.

The geometry in ORCA input format:
```
! wB97M-V def2-TZVPD RIJCOSX def2/J DEFGRID3
* xyz 0 1
O 0.342 -0.101 -1.189
C -0.763 0.338 0.310
Pb 0.646 -1.239 1.025
O 0.048 1.115 1.171
C -0.459 2.325 1.717
H -1.453 2.584 1.330
H -0.580 2.178 2.798
H 0.235 3.140 1.467
C 0.418 -0.458 -2.412
C 1.864 -0.625 -2.808
H 2.532 -0.914 -1.972
H 1.926 -1.401 -3.591
H 2.231 0.311 -3.261
*
```

Values from the calculation:
LUMO energy (alpha / beta): -1.1 / -1.1 eV
E_HOMO (alpha / beta): -6.69 / -6.69 eV
energy above the lowest of the compared OMol25 structures with the same formula, charge and spin: 3.741 eV

***

Density functional theory data (ωB97M-V/def2-TZVPD) for a cluster of 2 separate species, C5H11N2 in total.

The geometry in ORCA input format:
```
! wB97M-V def2-TZVPD RIJCOSX def2/J DEFGRID3
* xyz 1 1
C -1.456 -1.737 -0.047
C -1.331 2.069 -0.492
C -1.418 -0.321 0.571
C -1.320 0.892 0.032
C 2.237 0.213 0.085
N 1.491 0.159 1.142
N 1.777 -0.103 -1.120
H -2.518 -1.859 -0.187
H -1.092 -1.690 -1.123
H -0.370 2.517 -0.647
H -2.215 2.460 -0.634
H -1.611 -0.224 1.575
H -0.869 -2.385 0.571
H 3.344 0.464 0.335
H 1.698 0.361 2.094
H 0.417 -0.179 0.926
H 2.464 -0.366 -1.812
H 0.773 -0.269 -1.269
*
```

Values from the calculation:
LUMO energy: -3.4 eV
E_HOMO: -13.55 eV
energy above the lowest of the compared OMol25 structures with the same formula, charge and spin: 2.571 eV

***

Density functional theory data (ωB97M-V/def2-TZVPD) for a structure of composition AsF6H22O11.

The geometry in ORCA input format:
```
! wB97M-V def2-TZVPD RIJCOSX def2/J DEFGRID3
* xyz -1 1
As 6.754 8.823 10.722
F 8.055 7.975 11.305
F 7.495 10.331 10.938
F 5.353 9.620 10.060
F 5.889 7.318 10.408
F 6.099 8.962 12.315
F 7.333 8.712 9.046
O 6.479 11.989 5.798
H 5.683 11.487 5.989
H 7.199 11.377 5.798
O 6.488 6.686 14.011
H 6.513 7.275 13.249
H 6.611 5.826 13.530
O 8.461 4.853 9.896
H 8.049 5.204 9.119
H 9.109 5.550 10.036
O 7.504 6.402 7.675
H 7.230 6.499 6.718
H 7.248 7.194 8.166
O 10.296 6.700 6.744
H 10.317 5.853 6.338
H 9.568 6.637 7.362
O 9.049 7.968 15.105
H 8.220 7.615 14.786
H 9.172 8.804 14.655
O 8.515 9.332 5.835
H 9.153 8.840 6.442
H 7.747 9.447 6.392
O 6.500 6.818 5.199
H 7.120 7.427 4.784
H 5.799 7.401 5.546
O 6.635 12.985 11.402
H 6.987 13.285 10.558
H 6.796 12.028 11.409
O 6.119 4.945 11.892
H 5.684 5.782 11.878
H 6.751 4.897 11.103
O 4.968 8.221 7.134
H 4.338 7.569 7.474
H 5.323 8.545 7.946
*
```

Values from the calculation:
LUMO energy: 2.3 eV
E_HOMO: -8.43 eV
energy above the lowest of the compared OMol25 structures with the same formula, charge and spin: 0.000 eV